(1)
{"formula": "C6H14N2O2", "method": "wB97M-V/def2-TZVPD", "symbols": ["O", "H", "C", "H", "N", "H", "O", "H", "H", "C", "C", "H", "H", "H", "N", "H", "H", "C", "H", "H", "H", "H", "C", "C"], "xyz": [[0.55, 0.95, 0.98], [1.99, -1.83, -1.39], [-1.44, 2.51, -0.26], [-2.48, -1.99, 1.56], [0.00, 2.63, -0.43], [-1.75, 1.52, -0.58], [-1.47, -3.09, -0.52], [0.42, -1.93, -2.26], [2.53, 3.27, -0.03], [0.89, 1.88, 0.24], [-0.91, -2.24, 0.15], [-1.73, 2.71, 0.77], [2.94, 1.60, 0.64], [1.02, -3.33, -1.41], [0.37, -1.83, -0.12], [0.59, -0.88, 0.16], [2.55, 1.84, -1.06], [-1.53, -1.54, 1.33], [-0.84, -1.57, 2.18], [-1.64, -0.50, 1.00], [0.33, 3.48, -0.86], [-1.87, 3.21, -0.97], [0.97, -2.24, -1.37], [2.34, 2.19, -0.04]], "mulliken_charge": [0.38, 0.41, -2.60, 0.34, 0.24, -0.03, -0.61, 0.32, 1.13, -1.23, 0.46, 0.09, 0.36, 0.28, -0.09, 0.27, 0.43, -0.40, 0.27, -0.10, 1.02, 1.63, -1.12, -2.46], "s_squared": 0.750, "multiplicity": 2, "total_energy_ha": -497.01180, "homo_energy_ev": [0.793, -6.400], "lumo_ha": [0.132, 0.127], "total_charge": -1}

(2)
{"formula": "C6H14N2O2", "method": "wB97M-V/def2-TZVPD", "symbols": ["H", "H", "C", "N", "H", "C", "H", "N", "C", "H", "O", "H", "H", "H", "H", "H", "C", "H", "C", "H", "C", "O", "H", "H"], "xyz": [[25.40, 29.45, 17.21], [25.28, 26.50, 19.26], [22.30, 27.57, 19.30], [23.28, 26.80, 19.81], [24.99, 30.91, 16.35], [24.67, 27.23, 19.79], [23.68, 27.41, 15.85], [24.67, 29.16, 15.27], [24.67, 29.89, 16.52], [25.44, 27.30, 15.85], [25.03, 29.25, 13.02], [25.04, 27.35, 20.81], [23.69, 29.87, 17.00], [22.06, 25.13, 20.09], [25.04, 30.87, 14.24], [21.29, 27.15, 19.47], [24.90, 29.78, 14.10], [24.49, 27.36, 14.30], [24.59, 27.73, 15.31], [23.77, 24.85, 20.31], [22.97, 25.56, 20.50], [22.47, 28.61, 18.70], [22.82, 25.71, 21.57], [24.73, 28.19, 19.29]], "mulliken_charge": [0.21, 0.32, 0.05, 0.12, 0.33, -0.84, 0.26, 0.08, -0.71, 0.30, -0.58, 0.34, 0.23, 0.35, 0.27, 0.33, 0.18, 0.31, -0.86, 0.31, -0.92, -0.54, 0.30, 0.19], "smiles": "CN(C)C=O.CN(C)C=O", "multiplicity": 1, "total_energy_ha": -497.00591, "homo_energy_ev": -9.050, "lumo_ha": 0.021}